Record 1
This record from OMol25 describes 24 unconnected molecules or ions with the total composition C32H22BCl94N2O4P2. The level of theory is ωB97M-V/def2-TZVPD.

Last column: Löwdin charge in e.
Atoms and positions in Å:
Cl1 -0.077 9.194 -2.748  0.5096
Cl2 -0.561 -9.420 8.488  0.5169
Cl3 0.589 0.829 1.888  0.5505
Cl4 4.686 -2.094 4.241  0.5230
Cl5 1.124 9.511 12.051  0.5047
Cl6 -3.244 -5.541 2.207  0.5395
Cl7 7.524 -3.673 -2.658  0.4717
Cl8 6.628 6.516 5.677  0.5211
Cl9 1.690 -2.967 -1.034  0.4833
Cl10 3.406 10.481 4.562  0.5258
Cl11 -2.199 6.800 7.675  0.4790
Cl12 -0.970 1.958 4.050  0.4466
Cl13 -0.756 -5.289 -7.424  0.4673
Cl14 -2.442 -2.650 -7.643  0.4815
Cl15 -2.526 0.504 6.666  0.4956
Cl16 -0.023 -4.268 -2.969  0.5213
Cl17 2.164 7.593 13.955  0.5201
Cl18 8.245 13.281 1.207  0.5157
Cl19 2.864 -6.966 8.432  0.5350
Cl20 5.223 -5.033 -1.544  0.4931
Cl21 -4.078 -3.245 -11.213  0.5038
Cl22 -7.265 -0.241 0.541  0.7598
Cl23 -2.510 -3.150 3.667  0.5063
Cl24 11.108 -2.754 -2.685  0.5225
Cl25 -4.650 2.254 7.558  0.5316
Cl26 -4.360 6.941 2.154  0.5265
Cl27 -4.254 8.534 8.755  0.5266
Cl28 4.865 12.227 2.770  0.5301
Cl29 1.683 0.929 4.565  0.5299
Cl30 5.193 9.358 2.578  0.4680
Cl31 1.922 10.120 -0.864  0.4590
Cl32 1.524 1.867 -7.585  0.5265
Cl33 11.351 -0.402 -1.014  0.5273
Cl34 7.374 7.100 2.946  0.4911
Cl35 1.185 0.978 -4.849  0.4495
Cl36 2.707 9.325 -3.536  0.5180
Cl37 2.704 10.586 1.752  0.4670
Cl38 8.345 -11.477 -7.589  0.5149
Cl39 -3.143 -6.832 -6.913  0.5236
Cl40 3.655 -8.658 -9.974  0.5192
Cl41 -0.484 -0.893 3.939  0.4831
Cl42 4.333 0.282 2.627  0.4962
Cl43 -1.336 -7.634 -9.029  0.5309
Cl44 2.129 6.860 3.543  0.5239
Cl45 2.147 -11.122 -9.781  0.5237
Cl46 2.815 -3.922 -3.515  0.5227
Cl47 -4.159 -0.873 -6.071  0.5165
Cl48 0.763 3.761 -5.530  0.5229
Cl49 2.632 -8.169 5.808  0.5293
Cl50 -1.719 -1.633 -11.710  0.5180
Cl51 -0.683 -4.274 1.722  0.5275
Cl52 5.755 -5.180 -4.391  0.5076
Cl53 -2.374 9.563 6.806  0.5030
Cl54 0.498 -6.505 6.830  0.4437
Cl55 1.058 -1.631 -3.519  0.4485
Cl56 0.410 4.601 4.113  0.4461
Cl57 6.046 -12.579 -6.218  0.4842
Cl58 -1.429 -8.645 5.831  0.4519
Cl59 8.364 8.763 5.101  0.4977
Cl60 2.310 -9.346 -7.501  0.4880
Cl61 3.482 -2.293 1.614  0.4765
Cl62 -2.618 5.168 3.642  0.4601
Cl63 -0.554 -7.957 -6.270  0.5076
Cl64 3.022 -5.309 6.060  0.5127
Cl65 9.347 6.058 4.793  0.5314
Cl66 -0.420 8.822 14.401  0.5211
Cl67 -1.915 -0.591 -3.529  0.2590
Cl68 8.761 -1.177 -2.056  0.4665
Cl69 3.438 2.652 -5.560  0.5417
Cl70 -1.848 0.200 -7.471  0.5130
Cl71 -0.085 6.887 12.273  0.5006
Cl72 -1.163 -5.650 4.222  0.5197
Cl73 -2.216 -4.007 -13.292  0.5345
Cl74 -2.300 1.872 9.203  0.5414
Cl75 -1.466 -4.256 -10.509  0.4741
Cl76 1.200 11.765 -3.136  0.5283
Cl77 8.345 -11.685 -4.700  0.5164
Cl78 -1.308 -11.445 6.559  0.5311
Cl79 -3.335 -9.734 7.721  0.5271
Cl80 8.523 -14.077 -6.324  0.5263
Cl81 8.572 10.901 2.828  0.4703
Cl82 -2.113 3.386 6.742  0.4672
Cl83 6.306 -1.700 1.874  0.5372
Cl84 -4.550 6.814 5.039  0.5173
Cl85 10.783 -0.118 -3.840  0.5282
Cl86 10.266 11.325 0.518  0.5275
Cl87 3.124 4.164 3.194  0.5135
Cl88 7.464 10.699 0.154  0.5044
Cl89 4.646 -10.842 -8.347  0.4842
Cl90 7.476 -6.565 -2.517  0.5358
Cl91 1.128 5.219 1.378  0.5270
Cl92 -2.234 8.031 3.790  0.5128
Cl93 -4.158 -0.714 -8.944  0.5215
Cl94 -1.482 8.936 9.489  0.5074
P1 -3.715 0.428 -3.216  0.6783
P2 -5.245 1.962 -1.122  0.7838
O1 -3.004 0.764 -0.512  -0.1885
O2 -6.368 -2.857 -1.804  0.0988
O3 -3.416 2.078 -3.540  -0.3159
O4 -6.177 2.212 -2.294  -0.4318
N1 -6.811 -0.655 -2.856  -0.1178
N2 -3.818 -2.021 -0.956  0.1002
C1 -3.441 6.740 3.658  -2.0109
C2 -2.369 -3.283 -11.681  -2.0264
C3 -5.475 -2.088 1.499  -0.2393
C4 1.383 -3.204 -2.767  -1.9929
C5 0.207 0.709 3.615  -1.9760
C6 7.929 7.109 4.629  -2.0193
C7 6.495 -5.114 -2.778  -2.0107
C8 10.502 -1.113 -2.399  -2.0212
C9 -6.705 -1.471 -4.115  -0.1274
C10 1.438 10.101 -2.571  -2.0233
C11 -1.899 -4.657 2.957  -1.9988
C12 -5.536 -0.814 0.571  -0.5378
C13 -4.877 -0.940 -0.862  -0.2697
C14 -2.896 2.002 7.539  -2.0122
C15 1.729 2.316 -5.882  -2.0232
C16 -1.658 -9.811 7.151  -2.0194
C17 -6.676 -3.108 1.386  -0.1127
C18 0.696 8.203 13.170  -2.0396
C19 7.816 -12.456 -6.207  -2.0302
C20 4.704 -1.451 2.589  -2.0208
C21 -8.266 -0.539 -2.583  -0.1089
C22 2.255 -6.737 6.783  -2.0165
C23 8.635 11.551 1.177  -2.0244
C24 -3.140 -1.015 -7.525  -1.9734
C25 -1.442 -6.928 -7.407  -2.0136
C26 1.698 5.212 3.058  -2.0044
C27 -2.031 -0.255 -0.314  -0.1942
C28 -4.132 0.407 -1.336  -0.5747
C29 4.043 10.663 2.916  -1.9966
C30 3.191 -9.992 -8.900  -2.0263
C31 -2.565 -1.735 -0.202  -0.0926
C32 -2.578 8.459 8.180  -2.0227
B1 -6.063 -1.450 -1.864  -0.5846
H1 -4.287 3.038 -1.140  0.0504
H2 -2.677 2.099 -4.175  0.0489
H3 -8.495 0.517 -2.258  0.0901
H4 -7.487 -2.284 -4.137  0.1017
H5 -5.835 2.010 0.171  0.0091
H6 -1.766 -2.397 -0.646  0.1230
H7 -6.857 -0.849 -5.029  0.0903
H8 -4.149 -2.952 -0.671  0.1766
H9 -2.596 -2.000 0.883  0.0943
H10 -8.665 -1.208 -1.775  0.0715
H11 -7.321 -2.988 -1.706  0.1036
H12 -1.545 -0.042 0.675  0.0756
H13 -7.301 -3.139 2.319  0.0909
H14 -5.478 -1.707 2.558  0.1230
H15 -4.964 -0.005 1.108  0.1148
H16 -6.240 -4.146 1.308  0.0756
H17 -7.330 -2.988 0.497  0.0439
H18 -5.704 -1.977 -4.196  0.0467
H19 -4.529 -2.687 1.412  0.0574
H20 -3.558 -2.117 -1.954  0.1446
H21 -1.175 -0.211 -1.046  0.0921
H22 -8.853 -0.679 -3.531  0.1025

Summary:
- Total charge: +1
- Frontier orbital gap: 8.50 eV

---

Record 2
This record from OMol25 describes a single C3H4N2O molecule. The level of theory is ωB97M-V/def2-TZVPD.

Last column: Löwdin charge in e.
Atoms and positions in Å:
O1 1.782 -0.273 -0.612  0.0774
N1 -1.334 1.273 0.175  -0.0044
N2 -1.599 0.166 0.702  -0.0251
C1 -0.497 -0.765 0.442  -0.1471
C2 -0.027 1.292 -0.370  -0.0697
C3 0.544 0.086 -0.226  -0.3189
H1 -0.993 -1.462 -0.240  0.1344
H2 0.357 2.198 -0.813  0.1069
H3 -0.172 -1.323 1.331  0.1300
H4 1.952 -1.197 -0.393  0.1165

Summary:
- Energy above the lowest of the compared OMol25 structures with the same formula, charge and spin: 231.12 kJ/mol
- SMILES: OC1=CN=NC1
- Frontier orbital gap: 9.69 eV

---

Record 3
This record from OMol25 describes 4 unconnected molecules or ions with the total composition C36H76N4O4. The level of theory is ωB97M-V/def2-TZVPD.

Last column: Löwdin charge in e.
Atoms and positions in Å:
O1 6.715 0.439 -2.299  -0.0317
O2 -5.344 5.012 2.307  -0.0120
O3 -1.091 -7.491 1.372  -0.0343
O4 -1.428 1.068 0.717  -0.0040
N1 -1.155 1.108 -0.669  -0.1384
N2 -5.783 6.025 1.477  -0.1321
N3 6.621 -0.996 -2.170  -0.0536
N4 -0.661 -6.278 1.929  -0.0913
C1 7.051 -3.056 -0.815  -0.1315
C2 0.883 2.100 -0.087  -0.0688
C3 5.592 -3.438 -1.016  -0.1993
C4 -2.070 -1.063 -1.348  -0.0471
C5 5.173 -2.957 -2.392  -0.1882
C6 -6.682 4.802 -0.403  -0.0485
C7 -3.934 7.254 2.651  -0.0350
C8 -0.876 -7.069 4.255  -0.0530
C9 -5.628 5.793 0.054  -0.4933
C10 0.787 -5.672 -0.126  -0.0492
C11 -5.150 8.365 -0.398  -0.1839
C12 5.245 -1.478 -2.616  -0.4901
C13 5.077 -1.227 -4.116  -0.0383
C14 0.633 -5.161 3.864  -0.1615
C15 -4.214 5.138 -0.295  -0.0266
C16 0.589 1.417 -2.390  -0.1244
C17 8.784 -1.209 -0.745  -0.0185
C18 0.262 1.016 -0.882  -0.4902
C19 6.586 -0.903 0.327  -0.0637
C20 -3.590 1.002 -1.334  -0.0015
C21 1.189 -4.130 2.904  -0.1504
C22 -0.242 -5.263 0.894  -0.4722
C23 -1.729 0.799 -3.004  -0.1372
C24 -5.872 7.076 -0.815  -0.1263
C25 -0.250 0.613 -3.389  -0.1707
C26 4.066 -0.908 -1.785  -0.0424
C27 7.199 -1.498 -0.818  -0.4807
C28 -1.571 -4.813 0.132  -0.0253
C29 1.446 -7.410 3.028  -0.0304
C30 -5.512 8.618 1.053  -0.1206
C31 0.229 -6.531 3.258  -0.4023
C32 0.779 -0.414 -0.441  -0.0077
C33 -2.158 0.462 -1.559  -0.4590
C34 0.280 -3.983 1.629  -0.1331
C35 -5.371 7.348 2.073  -0.4232
C36 -6.355 7.509 3.219  -0.0596
H1 1.636 1.390 -2.692  0.1124
H2 -3.714 1.576 -2.252  0.0631
H3 -0.519 -3.249 1.731  0.1032
H4 -6.268 8.519 3.618  0.0798
H5 4.433 -1.982 -4.565  0.0851
H6 2.068 -4.543 2.409  0.0959
H7 -6.548 4.567 -1.460  0.0818
H8 1.687 -6.038 0.369  0.0673
H9 1.315 -5.249 4.709  0.1157
H10 4.264 0.131 -1.521  0.0863
H11 4.788 -3.112 -0.357  0.1016
H12 -3.467 8.234 2.745  0.0822
H13 -1.235 -8.023 3.869  0.0624
H14 1.172 -0.981 -1.286  0.0546
H15 -2.308 0.165 -3.675  0.1219
H16 -1.944 -1.237 -0.279  0.0741
H17 5.519 -0.795 0.128  0.0677
H18 -1.371 -1.585 -2.001  0.0789
H19 9.354 -1.467 0.147  0.0837
H20 -7.412 7.379 2.990  0.0886
H21 -0.686 -7.299 5.304  0.0783
H22 7.310 -3.564 0.114  0.1189
H23 2.160 -7.419 3.852  0.0832
H24 -6.470 3.836 0.056  0.0839
H25 -3.268 5.655 -0.136  0.0712
H26 0.217 2.441 -2.425  0.1126
H27 1.658 -0.253 0.183  0.0717
H28 6.695 -1.542 1.203  0.1032
H29 4.159 -3.297 -2.601  0.1265
H30 -4.391 5.071 2.410  0.0713
H31 0.588 -6.531 -0.767  0.0834
H32 -1.776 -6.456 4.291  0.0767
H33 0.902 -3.489 0.882  0.0906
H34 -1.988 -7.620 1.687  0.0955
H35 -6.441 9.184 1.128  0.1113
H36 0.158 -1.131 0.096  0.0539
H37 -5.605 9.195 -0.938  0.1087
H38 -4.753 9.349 1.331  0.0979
H39 0.842 2.058 1.001  0.0901
H40 -7.695 5.191 -0.304  0.0888
H41 3.185 -0.829 -2.423  0.0670
H42 6.972 0.110 0.441  0.0980
H43 -4.205 4.999 -1.376  0.0702
H44 9.026 -0.282 -1.265  0.0687
H45 7.101 0.557 -3.170  0.0918
H46 -3.222 6.674 2.064  0.0725
H47 -1.471 -3.855 -0.377  0.0593
H48 -6.136 6.915 4.107  0.0769
H49 9.113 -1.911 -1.511  0.0590
H50 -5.637 6.825 -1.850  0.1143
H51 -0.219 -4.804 4.443  0.1065
H52 1.281 -8.439 2.707  0.0855
H53 2.017 -6.819 2.312  0.0599
H54 3.749 -1.529 -0.947  0.0654
H55 0.357 3.035 -0.282  0.0873
H56 -4.383 0.258 -1.264  0.0837
H57 -1.339 1.995 0.951  0.0900
H58 4.938 -0.197 -4.444  0.0820
H59 1.476 -3.124 3.210  0.1125
H60 6.001 -1.515 -4.618  0.0810
H61 -3.713 1.779 -0.579  0.0643
H62 -2.304 -4.537 0.891  0.0748
H63 5.849 -3.583 -2.974  0.1228
H64 -4.174 4.090 0.003  0.0556
H65 1.029 -4.822 -0.765  0.0821
H66 -2.016 -5.652 -0.403  0.0752
H67 -6.953 7.208 -0.762  0.1152
H68 0.148 -0.399 -3.311  0.0976
H69 1.855 2.373 -0.499  0.0916
H70 -2.062 1.816 -3.214  0.1106
H71 -4.064 8.415 -0.482  0.1113
H72 5.516 -4.525 -1.040  0.1134
H73 0.014 1.021 -4.365  0.1109
H74 -3.988 6.833 3.654  0.0791
H75 -2.986 -1.631 -1.509  0.0754
H76 7.661 -3.545 -1.575  0.1157

Summary:
- Energy above the lowest of the compared OMol25 structures with the same formula, charge and spin: 454.91 kJ/mol
- SMILES: CC1(C)CCCC(C)(C)N1O.CC1(C)CCCC(C)(C)N1O.CC1(C)CCCC(C)(C)N1O.CC1(C)CCCC(C)(C)N1O
- Frontier orbital gap: 8.50 eV

---

Which of these has the highest frontier orbital gap? C3H4N2O